[1]
11
Properties=species:S:1:pos:R:3:mulliken_charge:R:1 method="wB97M-V/def2-TZVPD" smiles="C=C[P@](N)(=O)[O-]" charge=-1 fmax_ev_per_a=5.521 de_lowest_ev=0.705
C 0.6946 1.3224 0.9943 -0.56
C 0.1908 0.7230 -0.0273 -0.35
P -1.9707 0.1581 -0.0527 0.81
N -2.1083 -1.3035 -0.9556 -0.61
O -2.6870 1.1485 -0.9033 -0.73
O -2.3508 -0.2454 1.3069 -0.70
H 1.6196 1.7961 0.6705 0.25
H 0.1816 1.5527 1.9999 0.24
H 0.7576 0.7374 -0.9988 0.20
H -1.4661 -2.1108 -0.7446 0.23
H -2.0739 -1.0548 -2.0047 0.22


[2]
169
Properties=species:S:1:pos:R:3:lowdin_spin:R:1 method="wB97M-V/def2-TZVPD" energy_ha=-3400.37350 charge=+5 s2=0.75 fmax_ev_per_a=2.924 multiplicity=2
C 16.8132 -15.0832 -8.7395 0.05
N 16.0257 -13.8278 -8.1847 0.00
C 15.3367 -14.3475 -6.8717 0.05
C 17.0157 -12.7397 -7.8401 0.01
C 14.9161 -13.3804 -9.1998 0.03
C 15.4652 -13.0215 -10.5977 0.01
O 16.1215 -11.8266 -10.5686 0.00
H 17.2461 -14.9485 -9.7307 0.00
H 16.1223 -15.9237 -8.8048 0.04
H 17.5309 -15.2734 -7.9414 0.01
H 14.8976 -13.4393 -6.4588 0.01
H 16.0579 -14.7857 -6.1819 0.01
H 14.5321 -15.0564 -7.0671 0.03
H 16.3639 -11.8696 -7.7615 0.00
H 17.6725 -12.6939 -8.7088 0.00
H 17.5409 -12.9079 -6.8999 0.01
H 14.4781 -12.5106 -8.7102 0.00
H 14.2686 -14.2543 -9.2725 0.03
H 14.7245 -12.8042 -11.3672 0.00
H 16.0090 -13.8526 -11.0469 0.00
H 16.6859 -11.7112 -11.3365 0.00
C 13.7158 -23.7870 -5.6749 0.00
N 14.0514 -23.1729 -4.2888 0.00
C 13.2772 -21.8437 -4.3589 0.01
C 13.4761 -24.0703 -3.2346 0.00
C 15.5869 -22.9207 -4.1992 0.00
C 16.0884 -22.0006 -3.0994 0.00
O 16.0524 -22.5770 -1.8313 0.00
H 14.0580 -23.2204 -6.5408 0.00
H 12.6307 -23.8882 -5.6545 0.00
H 13.9685 -24.8474 -5.6710 0.00
H 13.5650 -21.3375 -5.2803 0.01
H 13.5977 -21.2950 -3.4732 0.00
H 12.2236 -22.1181 -4.4113 0.00
H 14.0180 -25.0061 -3.0982 0.00
H 12.4097 -24.1362 -3.4503 0.00
H 13.6539 -23.5061 -2.3191 0.00
H 15.7870 -22.4650 -5.1689 0.00
H 16.0095 -23.9178 -4.0753 0.00
H 15.6368 -21.0092 -3.1350 0.00
H 17.1560 -21.9582 -3.3151 0.00
H 16.5536 -22.1441 -1.1363 0.00
C 12.4226 -19.6955 -8.8720 0.04
N 11.4951 -18.4629 -8.4400 0.00
C 11.6088 -18.2787 -6.9459 0.03
C 11.8829 -17.2322 -9.2447 0.07
C 10.0855 -18.9472 -8.7520 0.01
C 8.8242 -18.0792 -8.2894 0.00
O 8.9072 -16.8044 -8.9102 0.01
H 12.5206 -19.7789 -9.9544 0.01
H 12.1333 -20.5957 -8.3296 0.01
H 13.4079 -19.4246 -8.4927 0.01
H 12.6678 -18.1661 -6.7136 0.01
H 11.2835 -19.1322 -6.3510 0.01
H 11.0470 -17.3801 -6.6910 0.01
H 12.9277 -17.0356 -9.0043 0.05
H 11.2912 -16.3182 -9.1932 0.01
H 11.7543 -17.4570 -10.3035 0.01
H 9.9739 -19.9027 -8.2395 0.00
H 10.1584 -19.1058 -9.8280 0.00
H 8.9248 -17.9799 -7.2086 0.00
H 7.8188 -18.4492 -8.4905 0.00
H 8.1905 -16.6629 -9.5331 0.00
C 12.5524 -15.1210 -4.3553 0.02
N 12.5424 -14.1028 -3.1647 0.00
C 12.1430 -12.6867 -3.7368 0.01
C 11.4375 -14.5527 -2.1761 0.00
C 13.9783 -14.0734 -2.5537 0.01
C 14.2964 -12.9978 -1.4962 0.00
O 13.9384 -13.4995 -0.1989 0.00
H 12.6119 -16.1093 -3.8995 0.01
H 13.3416 -14.8488 -5.0562 0.01
H 11.6039 -14.9549 -4.8660 0.01
H 12.1603 -12.0721 -2.8368 0.00
H 11.1192 -12.6276 -4.1062 0.00
H 12.9202 -12.3062 -4.3997 0.00
H 11.8487 -15.4447 -1.7035 0.00
H 10.4810 -14.7382 -2.6646 0.00
H 11.3162 -13.8450 -1.3561 0.00
H 14.6824 -13.8743 -3.3616 0.01
H 14.2279 -15.0685 -2.1856 0.00
H 13.9532 -12.0041 -1.7840 0.00
H 15.3708 -12.8142 -1.5014 0.00
H 14.3261 -12.9348 0.4738 0.00
C 19.0067 -13.9777 -1.5454 0.00
N 19.5364 -14.8736 -2.7438 0.00
C 20.5849 -15.8932 -2.2371 0.00
C 18.3266 -15.5399 -3.4243 0.01
C 20.2031 -14.1591 -3.9398 0.00
C 21.3946 -13.2935 -3.6800 0.00
O 21.1629 -12.2496 -2.7735 0.00
H 18.3860 -14.5944 -0.8954 0.00
H 18.4294 -13.2011 -2.0471 0.00
H 19.8767 -13.5503 -1.0468 0.00
H 20.1010 -16.5063 -1.4768 0.00
H 21.3581 -15.2264 -1.8554 0.00
H 20.8686 -16.5415 -3.0661 0.00
H 17.8944 -16.2238 -2.6938 0.00
H 18.6671 -16.0647 -4.3169 0.00
H 17.5739 -14.7774 -3.6244 0.01
H 19.4443 -13.5730 -4.4583 0.00
H 20.6435 -14.9487 -4.5485 0.00
H 21.6916 -12.8007 -4.6058 0.00
H 22.2204 -13.9266 -3.3555 0.00
H 21.9660 -11.7398 -2.6445 0.00
C 18.3483 -19.1554 -10.1512 0.01
N 17.7412 -20.0250 -9.0819 0.00
C 18.7752 -20.0829 -7.9397 0.01
C 16.4092 -19.4181 -8.6645 0.03
C 17.5685 -21.4365 -9.7995 0.00
C 17.2453 -22.6640 -8.9061 0.00
O 16.0157 -22.4618 -8.2560 0.01
H 19.2695 -19.5031 -10.6188 0.00
H 18.3690 -18.1324 -9.7756 0.00
H 17.6583 -19.2040 -10.9936 0.01
H 18.8238 -19.1368 -7.4006 0.00
H 19.8036 -20.1649 -8.2917 0.00
H 18.5165 -20.9384 -7.3158 0.00
H 15.7323 -19.3885 -9.5183 0.03
H 16.6122 -18.3791 -8.4047 0.02
H 15.9240 -19.9150 -7.8244 0.01
H 18.5440 -21.6948 -10.2117 0.00
H 16.8665 -21.2062 -10.6008 0.00
H 18.1087 -22.8327 -8.2625 0.00
H 17.1354 -23.5477 -9.5346 0.00
H 15.2620 -22.7419 -8.7805 0.00
C 13.9122 -23.9604 2.8793 0.00
C 13.9573 -23.2697 1.5604 0.00
C 13.9315 -21.7842 1.6995 0.00
C 13.9113 -20.9025 0.3937 0.00
N 13.6823 -19.3534 0.6718 0.00
C 14.7771 -18.7726 1.4990 0.00
C 14.7355 -17.2459 1.2728 0.00
C 14.3724 -17.1106 -0.1649 0.00
C 13.9325 -18.5142 -0.5946 0.00
C 12.2870 -19.0719 1.3449 0.00
C 11.0618 -19.6591 0.6051 0.00
C 9.7574 -19.1333 1.2272 0.00
H 14.8634 -23.9516 3.4114 0.00
H 13.6396 -25.0153 2.8454 0.00
H 13.1293 -23.4937 3.4771 0.00
H 13.0586 -23.5448 1.0083 0.00
H 14.8451 -23.5281 0.9833 0.00
H 14.7776 -21.4214 2.2831 0.00
H 12.9731 -21.5758 2.1751 0.00
H 13.2225 -21.1145 -0.4240 0.00
H 14.9213 -20.9214 -0.0159 0.00
H 14.5680 -19.0464 2.5332 0.00
H 15.7133 -19.2989 1.3127 0.00
H 13.9679 -16.7747 1.8867 0.00
H 15.6484 -16.6941 1.4971 0.00
H 13.5186 -16.4354 -0.2213 0.00
H 15.1956 -16.7794 -0.7980 0.00
H 13.0898 -18.6461 -1.2732 0.00
H 14.8062 -18.9775 -1.0531 0.00
H 12.2493 -17.9849 1.2725 0.00
H 12.3286 -19.4527 2.3654 0.00
H 11.0973 -20.7472 0.6585 0.00
H 11.1131 -19.5594 -0.4791 0.00
H 9.4686 -18.1535 0.8470 0.00
H 10.0112 -19.1592 2.2870 0.00
H 8.9205 -19.8013 1.0237 0.00
P 15.5980 -17.8959 -4.9412 0.01
F 14.8189 -17.1542 -6.1755 0.03
F 15.6454 -16.4419 -4.2615 0.00
F 14.3030 -18.2370 -3.9800 0.01
F 16.5190 -18.6566 -3.8156 0.00
F 15.4465 -19.3877 -5.6487 0.01
F 16.8968 -17.4930 -5.8281 0.01


[3]
10
Properties=species:S:1:pos:R:3:mulliken_charge:R:1 method="wB97M-V/def2-TZVPD" smiles=C#C[NH2+]C charge=+1 fmax_ev_per_a=5.068 de_lowest_ev=2.340
C 2.2175 0.2674 0.0413 -0.30
C 1.1005 -0.2110 -0.0423 -0.10
N -0.1901 -0.6119 0.0105 -0.06
C -1.2654 0.4542 0.0126 -0.69
H 3.2175 0.3811 -0.1547 0.43
H -0.4342 -1.2756 0.7746 0.40
H -0.2721 -1.1304 -0.7933 0.35
H -0.6510 1.3540 -0.3051 0.29
H -2.0774 0.3225 -0.6061 0.36
H -1.6452 0.4495 1.0624 0.30


[4]
61
Properties=species:S:1:pos:R:3:lowdin_spin:R:1 method="wB97M-V/def2-TZVPD" energy_ha=-3403.39721 s2=8.75 fmax_ev_per_a=1.214 multiplicity=6
Mn -0.9052 0.6139 0.0212 4.64
N -2.4042 -0.3774 4.0485 0.00
C -2.7117 0.2553 2.9081 0.01
N -1.7018 0.1563 2.0797 0.04
C -0.7893 -0.5730 2.7739 0.00
N -1.1747 -0.9170 3.9758 0.00
C 0.5069 -0.9746 2.1846 0.01
C 1.3777 -1.8285 2.8512 0.00
N 2.5077 -2.2533 2.2924 0.00
C 2.7666 -1.8137 1.0684 0.00
C 1.9077 -0.9484 0.4080 0.01
N 0.7823 -0.5335 0.9712 0.04
H -2.9603 -0.4987 4.8783 0.00
H -3.6490 0.7550 2.7249 0.00
H 1.1352 -2.1728 3.8492 0.00
H 3.6784 -2.1622 0.5987 0.00
H 2.1241 -0.5703 -0.5836 0.00
C 1.9308 -6.3138 -2.2006 0.00
C 0.8683 -5.3172 -1.8134 0.00
C 0.8892 -4.6903 -0.5712 0.00
C -0.1071 -3.7966 -0.2061 0.00
C -1.1350 -3.5173 -1.0969 0.00
C -1.1729 -4.1289 -2.3439 0.00
C -0.1725 -5.0217 -2.6919 0.00
S -2.3953 -2.3618 -0.6429 0.01
O -2.4858 -2.4225 0.7943 0.00
O -3.5622 -2.6530 -1.4345 0.01
N -1.7435 -0.9456 -1.0078 0.04
C -2.1009 -0.1789 -2.1107 0.02
C -2.7669 -0.5504 -3.2866 0.00
C -2.9664 0.4112 -4.2528 0.01
C -2.5123 1.7151 -4.0707 0.00
C -1.8669 2.0022 -2.8903 0.01
N -1.6712 1.0905 -1.9375 0.05
H 2.6743 -6.4268 -1.4121 0.00
H 2.4444 -6.0057 -3.1132 0.00
H 1.4891 -7.2940 -2.3909 0.00
H 1.6879 -4.9143 0.1279 0.00
H -0.1101 -3.3342 0.7751 0.00
H -1.9911 -3.9164 -3.0194 0.00
H -0.2048 -5.5096 -3.6601 0.00
H -3.1317 -1.5567 -3.4097 0.00
H -3.4832 0.1457 -5.1670 0.00
H -2.6559 2.4784 -4.8221 0.00
H -1.4814 2.9922 -2.6784 0.00
O 1.2253 2.4045 -0.7644 0.02
C 0.6438 2.8738 0.2127 0.01
O -0.4024 2.3635 0.7510 0.06
C 1.1808 4.1201 0.8738 0.00
C 0.8288 4.4415 2.1788 0.00
C 1.3523 5.5723 2.7840 0.00
C 2.2120 6.3710 2.0553 0.00
C 2.5696 6.0798 0.7554 0.00
C 2.0515 4.9370 0.1692 0.00
N 2.7771 7.5826 2.6950 0.00
O 3.5294 8.2684 2.0339 0.00
O 2.4596 7.8102 3.8445 0.00
H 0.1437 3.7939 2.7079 0.00
H 1.1068 5.8440 3.8004 0.00
H 3.2444 6.7378 0.2278 0.00
H 2.3198 4.6633 -0.8428 0.00


[5]
71
Properties=species:S:1:pos:R:3:mulliken_charge:R:1 method="wB97M-V/def2-TZVPD" smiles="O=C(Oc1ccncc1)OP(O)O.CCOP(=O)(OCC)OCC.CCOP(=O)(OCC)OCC" energy_ha=-2764.55122 fmax_ev_per_a=6.843
O -4.3283 0.0990 -0.2311 -0.53
C -3.3615 0.0795 -0.9313 0.54
O -2.4270 -0.9061 -0.8259 -0.30
C -2.3316 -1.6279 -2.0032 0.17
C -3.2275 -2.6360 -2.3198 -0.17
C -3.0631 -3.3517 -3.4860 -0.35
N -2.1347 -3.1740 -4.4233 -0.60
C -1.3015 -2.1886 -4.0765 -0.50
C -1.3213 -1.4253 -2.9314 0.09
O -3.1077 1.0549 -1.8364 0.29
P -4.3719 1.3298 -2.9608 -0.14
O -4.9247 -0.1323 -3.4408 -0.45
O -5.6344 1.9635 -2.1845 -0.39
H -4.0513 -2.8630 -1.6558 0.41
H -3.7703 -4.1550 -3.6741 0.40
H -0.5152 -1.9718 -4.7938 0.41
H -0.5657 -0.6719 -2.7643 0.42
H -4.1772 -0.5671 -3.8804 0.36
H -6.0715 1.2689 -1.6583 0.33
C -0.7454 -2.5215 1.7254 -1.30
C 0.3699 -1.6459 1.1828 0.12
O 1.6024 -2.3580 1.0399 -0.23
P 1.7160 -3.4929 -0.1401 1.21
O 1.6935 -2.6539 -1.3769 -0.79
O 3.3095 -3.8651 -0.0881 -0.35
C 4.1169 -3.8309 -1.2681 -0.36
C 4.8962 -2.5321 -1.3499 -1.02
O 1.3249 -4.7601 0.7916 -0.41
C 2.1697 -5.2982 1.8218 -0.25
C 2.4845 -4.3723 2.9738 -0.85
H -1.0043 -3.3162 1.0198 0.31
H -1.6407 -1.9273 1.9105 0.41
H -0.4463 -3.0030 2.6560 0.33
H 0.0864 -1.2082 0.2247 0.16
H 0.5609 -0.8280 1.8768 0.09
H 3.5086 -3.9835 -2.1579 0.35
H 4.8090 -4.6728 -1.2062 0.34
H 4.2626 -1.6753 -1.1224 0.19
H 5.3240 -2.3996 -2.3444 0.36
H 5.7071 -2.5305 -0.6198 0.33
H 3.0826 -5.7002 1.3870 0.26
H 1.6162 -6.1552 2.2093 0.35
H 3.1698 -3.5794 2.6791 0.23
H 2.9633 -4.9415 3.7725 0.42
H 1.5832 -3.9089 3.3722 0.15
C 2.1027 1.5602 0.8470 -0.58
C 2.4318 3.0406 0.8119 -0.63
O 1.2699 3.8794 0.8053 -0.20
P 0.3518 3.9845 2.1450 0.96
O 1.2096 4.6777 3.1382 -0.83
O -0.6758 5.1923 1.7412 -0.35
C -0.8613 6.3232 2.5952 -0.39
C -0.0270 7.4985 2.1229 -1.08
O -0.7428 2.8575 1.7775 -0.29
C -1.7383 3.0227 0.7510 -0.15
C -1.2182 3.1891 -0.6581 -0.69
H 1.6126 1.2870 1.7843 0.17
H 3.0117 0.9645 0.7530 0.49
H 1.4247 1.2889 0.0383 0.02
H 3.0699 3.3090 1.6581 0.32
H 2.9777 3.2739 -0.1020 0.34
H -0.6349 6.0685 3.6289 0.36
H -1.9209 6.5831 2.5547 0.35
H 0.9878 7.1893 1.8755 0.27
H 0.0179 8.2736 2.8890 0.37
H -0.4579 7.9292 1.2176 0.30
H -2.4148 3.8337 1.0134 0.22
H -2.3355 2.1092 0.7937 0.28
H -0.7480 4.1609 -0.8018 0.40
H -2.0402 3.1186 -1.3656 0.27
H -0.4866 2.4206 -0.9062 0.04


[6]
18
Properties=species:S:1:pos:R:3:mulliken_charge:R:1 method="wB97M-V/def2-TZVPD" charge=-1 fmax_ev_per_a=2.737 de_lowest_ev=1.071
C -0.3631 0.6518 0.8144 -0.50
N -0.6710 0.9893 -0.5515 -0.20
C -0.1004 0.2653 -1.7280 0.54
O 0.1519 -0.9371 -1.5524 -0.72
O 0.2066 1.0776 -2.6185 -0.76
C 1.1169 0.6128 1.2920 -1.06
H -0.8412 1.4702 1.3737 0.45
H -0.8411 -0.3100 1.1232 0.19
H -0.6447 1.9842 -0.6825 0.22
H 1.1841 0.1348 2.2898 0.30
H 1.4645 1.6341 1.5463 0.30
H 1.7769 0.3111 0.4944 0.24
H 2.3506 -1.5071 -0.1033 0.33
H 1.9888 -2.1911 -1.3936 0.36
O 2.4703 -2.3364 -0.5669 -0.68
H -2.8033 -0.3623 0.7314 0.33
H -3.0773 -0.5480 -0.6567 0.34
O -3.3686 -0.9394 0.1882 -0.69


[7]
13
Properties=species:S:1:pos:R:3:mulliken_charge:R:1 method="wB97M-V/def2-TZVPD" fmax_ev_per_a=4.525 de_lowest_ev=7.003
C 1.9989 0.1427 -0.3515 0.34
C 0.7629 0.9712 -0.4323 -0.38
C -1.8406 -0.2832 0.1066 -0.90
C -0.4012 -0.3652 0.5714 -0.03
N 1.6881 1.3114 0.4040 -0.59
N 0.3273 -1.2122 -0.1170 -0.36
O 1.6768 -1.0674 0.1526 -0.25
H 2.5901 -0.0451 -1.2467 0.36
H -0.0466 1.3471 -0.9519 0.42
H -1.9148 -0.0318 -0.9910 0.30
H -2.3170 0.4562 0.7589 0.34
H -2.3782 -1.2275 0.5522 0.29
H -0.1458 0.0038 1.5446 0.45


[8]
18
Properties=species:S:1:pos:R:3:mulliken_charge:R:1 method="wB97M-V/def2-TZVPD" charge=-1 fmax_ev_per_a=3.854 de_lowest_ev=5.301
C 0.2756 0.5154 -1.1395 -0.25
C -1.2550 0.9648 -0.8400 -0.39
O -1.6103 0.7792 0.4922 -0.86
C 0.4403 -0.8902 -1.4107 -0.43
O 2.6795 0.1832 0.2172 -1.04
H 0.4990 -0.4015 -0.2610 0.32
H 0.8915 1.3789 -0.8947 0.46
H -1.4281 2.0410 -1.1421 0.27
H -1.8655 0.4027 -1.6168 0.27
H -1.9974 -0.9264 1.2318 0.40
H -0.3966 -1.5620 -1.4660 0.29
H 1.3601 -1.2306 -1.8888 0.25
H 3.4123 0.7629 0.4113 0.13
H 1.3967 0.3117 1.4496 0.40
O 0.4664 0.1868 1.8101 -0.80
H -0.8245 -1.4059 1.9690 0.37
H -0.2836 0.5293 1.2091 0.34
O -1.7602 -1.6393 1.8692 -0.73


[9]
8
Properties=species:S:1:pos:R:3:mulliken_charge:R:1 method="wB97M-V/def2-TZVPD" fmax_ev_per_a=4.001 de_lowest_ev=2.440
C 0.2972 2.0047 0.7960 0.02
C 0.5959 2.7156 1.8296 -0.41
C 0.3986 1.0876 -0.1442 0.02
C 0.3058 -0.4692 0.2176 -0.53
Br 1.6474 -1.4825 -0.8412 -0.12
H 0.6674 1.3921 -1.2043 0.33
H -0.5474 -0.9614 0.0153 0.35
H 0.5128 -0.8440 1.2387 0.35


[10]
55
Properties=species:S:1:pos:R:3:mulliken_charge:R:1 method="wB97M-V/def2-TZVPD" energy_ha=-1965.50018 charge=-1 fmax_ev_per_a=5.416
C 0.5880 -3.7372 4.2974 -0.85
C 0.0475 -2.1817 4.1368 -0.18
C -1.3215 -2.0332 3.2438 -0.52
O -1.1204 -1.5165 1.8812 -0.26
C -0.5646 -0.1545 1.8740 0.15
O -1.2735 0.9361 2.5771 -0.64
B -1.7608 1.9734 1.6452 0.79
C -1.9732 3.5209 2.1589 -0.69
C -0.5941 4.3797 2.3741 -0.07
C -0.4150 5.6758 1.3892 -0.99
C 0.3443 5.3827 -0.0308 0.79
F -0.4343 4.4912 -0.9655 -0.25
F 0.4086 6.7107 -0.7488 -0.34
C 1.8916 4.8623 0.0895 0.60
F 2.7790 5.8718 -0.6001 -0.28
F 2.0343 3.6100 -0.7299 -0.21
F 2.4170 4.7407 1.4672 -0.23
O -0.8970 1.8995 0.4507 -0.42
C -0.5204 0.4778 0.3623 0.84
F 0.8737 0.2187 -0.0675 -0.39
C -1.3970 -0.1971 -0.8473 -0.86
C -0.4318 -0.4675 -2.1479 0.39
C -0.1107 0.6452 -3.3330 -0.86
N 0.1371 -1.7215 -2.2878 -0.53
H 1.6484 -3.8294 3.7613 0.22
H -0.1367 -4.5383 3.8248 0.27
H 0.7452 -3.9040 5.4684 0.23
H 0.9577 -1.5486 3.7567 0.24
H -0.2255 -1.7848 5.2276 0.27
H -2.1636 -1.4497 3.8529 0.24
H -1.7540 -3.1384 3.1157 0.27
H 0.5678 -0.0505 2.2162 -0.07
H -2.8365 1.5659 1.3692 -0.43
H -2.7032 4.1369 1.4450 0.13
H -2.5380 3.4860 3.2102 0.10
H -0.6352 4.8106 3.4864 0.27
H 0.2952 3.6161 2.3635 0.19
H 0.1541 6.5606 1.9490 0.28
H -1.4957 6.0973 1.1083 0.36
H -2.2187 0.5949 -1.1818 0.19
H -1.9740 -1.1746 -0.5612 0.28
H -0.5083 1.7011 -3.0030 0.21
H 1.0682 0.7134 -3.4056 0.22
H -0.5143 0.3118 -4.3918 0.30
H -0.1580 -2.3360 -1.4912 0.24
C 2.4093 -5.2842 -3.7579 -0.93
S 0.8827 -4.6200 -4.4651 0.59
O -0.2638 -5.3369 -3.8165 -0.62
C 1.1079 -5.3342 -6.1128 -0.95
H 2.4604 -4.9904 -2.7063 0.30
H 2.4122 -6.3749 -3.8279 0.31
H 3.2702 -4.8712 -4.2890 0.34
H 1.1895 -6.4215 -6.0410 0.30
H 2.0095 -4.9194 -6.5695 0.34
H 0.2405 -5.0748 -6.7235 0.30